Entry 1:
{
  "formula": "C5H7N2O2",
  "method": "wB97M-V/def2-TZVPD",
  "charge": 1,
  "smiles": "C=[N+]1CC(=O)N(C)C1=O",
  "de_lowest_kcal_mol": 63.7,
  "e_homo_ha": -0.549,
  "homo_lumo_gap_ev": 9.10,
  "elements": ["C", "N", "C", "C", "O", "N", "C", "C", "O", "H", "H", "H", "H", "H", "H", "H"],
  "coordinates": [[-0.3585, 2.1755, -1.3442], [-0.2544, 1.2517, -0.4488], [-1.2602, 0.9385, 0.3735], [-0.8549, -0.7540, 0.7745], [-1.5799, -1.4861, 1.3075], [0.4946, -0.8632, 0.3699], [1.1802, -2.1262, 0.4581], [0.9690, 0.2292, -0.2483], [2.0691, 0.3768, -0.6381], [-1.3482, 2.6131, -1.2931], [0.3982, 2.6161, -2.0221], [-2.3090, 1.0527, 0.0659], [-1.2682, 1.4114, 1.2964], [0.5838, -2.8638, 1.1286], [1.2860, -2.6120, -0.6151], [2.2522, -1.9597, 0.8352]],
  "forces_ev_per_angstrom": [[0.16, -0.01, 0.78], [3.99, 1.13, -3.10], [-3.23, -5.36, 2.34], [-0.02, 4.25, -1.28], [-0.38, -1.25, 0.52], [-2.91, 0.27, 0.67], [1.77, -2.51, -0.73], [0.67, -0.09, -0.59], [-0.22, 1.12, -0.49], [0.05, 0.43, -0.49], [-0.13, -1.03, 0.53], [0.50, -0.34, -0.74], [0.73, 1.07, 1.94], [1.08, 1.59, -1.11], [-0.32, 1.03, 2.14], [-1.74, -0.31, -0.37]]
}

***

Entry 2:
{
  "formula": "C5H18BrNSi3",
  "method": "wB97M-V/def2-TZVPD",
  "de_lowest_kcal_mol": 25.8,
  "e_homo_ha": -0.327,
  "homo_lumo_gap_ev": 8.90,
  "elements": ["C", "C", "C", "C", "C", "N", "Si", "Si", "Si", "Br", "H", "H", "H", "H", "H", "H", "H", "H", "H", "H", "H", "H", "H", "H", "H", "H", "H", "H"],
  "coordinates": [[-2.1158, 0.7643, 1.9058], [-0.3806, 2.9111, 0.2105], [1.7876, -0.9753, 1.3486], [2.3351, -1.0378, -1.7891], [-2.9344, -1.6218, -0.4112], [-0.3526, -0.0990, -0.2759], [-1.4413, 1.2959, 0.1696], [1.4559, -0.1099, -0.2400], [-1.0912, -1.6340, -0.2356], [-0.9852, -2.8978, 2.4923], [-3.2093, 0.7795, 1.8773], [-1.8482, -0.2214, 2.0317], [-1.9078, 1.3943, 2.8132], [-0.8213, 3.3842, 1.1514], [0.7548, 2.7761, 0.2825], [-0.5940, 3.7089, -0.6517], [2.1857, -0.2313, 2.0144], [0.9596, -1.3923, 1.9152], [2.5612, -1.8392, 1.3962], [2.1951, -0.4933, -2.7329], [3.4070, -1.1280, -1.5788], [1.7742, -1.9492, -1.7243], [-3.3833, -2.5559, -0.0001], [-3.3123, -0.7906, -0.0062], [-3.0663, -1.7450, -1.4933], [-2.3997, 1.6337, -0.8564], [1.8269, 1.2430, -0.2217], [-0.5885, -2.8533, -0.9428]],
  "forces_ev_per_angstrom": [[-1.15, 3.22, -0.75], [-0.24, 1.30, -0.28], [1.93, -1.85, 0.74], [-1.01, 2.02, 1.63], [1.80, -4.16, -1.42], [-0.34, -0.62, -0.51], [2.21, 0.53, 1.18], [-0.15, -1.92, -1.30], [-0.57, -1.02, 1.41], [-0.20, 0.74, -1.77], [-0.12, -0.06, -0.16], [0.80, -2.22, 0.77], [0.41, -0.58, -1.05], [1.00, -0.26, -0.98], [-1.86, 0.34, 0.19], [0.38, -2.02, 1.69], [0.42, 0.56, 0.46], [-0.40, 0.10, -0.39], [-1.06, 1.46, -0.52], [-0.13, -0.34, 0.27], [-0.35, -0.29, 0.04], [0.22, -0.94, -0.58], [0.44, 0.80, 0.10], [-1.99, 3.08, 1.25], [-0.27, 0.59, -0.01], [-0.77, -0.46, -0.37], [0.55, 1.34, 0.06], [0.45, 0.67, 0.27]]
}

***

Entry 3:
{
  "formula": "C16H18AsFIrNO6SSb",
  "method": "wB97M-V/def2-TZVPD",
  "charge": -1,
  "spin_multiplicity": 5,
  "e_homo_ha": [-0.154, -0.226],
  "homo_lumo_gap_ev": [6.88, 7.38],
  "elements": ["Ir", "O", "As", "O", "O", "C", "C", "C", "C", "C", "C", "S", "O", "O", "O", "H", "H", "H", "H", "H", "N", "C", "C", "C", "C", "C", "C", "C", "H", "H", "H", "H", "F", "C", "Sb", "C", "C", "H", "H", "H", "H", "H", "H", "H", "H", "H"],
  "coordinates": [[0.2740, -0.0617, -0.0402], [-0.0918, 2.1052, 4.3010], [0.2515, 2.1221, 2.5263], [-0.7918, 3.2127, 1.8712], [-0.0414, 0.5339, 2.1233], [2.0635, 2.7586, 2.7616], [2.3678, 3.6256, 3.8602], [3.6701, 4.0273, 4.0728], [4.6967, 3.5882, 3.2413], [4.3986, 2.7515, 2.1244], [3.0990, 2.3621, 1.9059], [2.6426, 1.5023, 0.4258], [2.4321, 0.0743, 0.7495], [3.6724, 1.7359, -0.5483], [1.3354, 2.1209, 0.0994], [-0.7499, 1.4117, 4.4300], [1.5632, 3.9426, 4.5071], [3.8956, 4.6863, 4.9014], [5.7202, 3.8841, 3.4248], [5.1644, 2.4442, 1.4243], [0.2308, -0.1398, -7.5306], [0.1955, -0.1764, -6.3806], [0.1539, -0.2077, -4.9476], [0.4558, 0.9441, -4.2188], [0.4087, 0.9103, -2.8354], [0.0903, -0.2631, -2.1294], [-0.2178, -1.3933, -2.8866], [-0.1892, -1.3773, -4.2704], [0.7317, 1.8495, -4.7448], [0.6484, 1.8184, -2.2944], [-0.4979, -2.3113, -2.3823], [-0.4305, -2.2674, -4.8379], [-1.7038, -0.8324, 0.0879], [-2.5672, 3.9264, -0.4761], [-1.9922, 1.8684, -0.1522], [-3.1265, 1.0824, -1.8284], [-3.3713, 1.3978, 1.4014], [-3.6372, 3.9553, -0.6868], [-2.0158, 4.3517, -1.3148], [-2.3261, 4.4712, 0.4328], [-4.1706, 1.3752, -1.6948], [-3.0244, -0.0002, -1.8270], [-2.7419, 1.4931, -2.7636], [-4.3393, 1.8410, 1.1658], [-2.9751, 1.8168, 2.3232], [-3.4331, 0.3150, 1.4719]],
  "forces_ev_per_angstrom": [[-1.55, 0.11, -0.38], [0.12, -0.09, -0.45], [-0.87, 0.69, 1.22], [0.12, -0.02, -0.25], [0.38, -0.52, -0.37], [0.88, 0.63, 0.87], [-0.74, -1.27, -1.41], [0.48, -0.05, -0.16], [-0.53, -0.92, -1.12], [0.69, 0.99, 1.21], [-0.86, 0.24, 0.40], [0.77, 0.28, -0.55], [0.24, 0.14, 0.16], [0.09, 0.03, 0.18], [0.21, -0.17, 0.04], [0.02, 0.00, 0.03], [0.01, -0.01, 0.05], [0.01, 0.01, 0.01], [0.01, 0.04, -0.02], [0.04, 0.04, 0.06], [-0.01, -0.02, 0.05], [0.00, -0.01, -0.14], [0.02, 0.10, 0.25], [-0.05, -0.05, -0.11], [0.05, -0.12, -0.21], [0.48, 0.47, 0.35], [-0.11, -0.20, 0.15], [-0.06, -0.04, -0.11], [-0.03, 0.01, 0.02], [0.03, -0.02, 0.05], [0.02, 0.01, -0.01], [0.00, -0.01, 0.01], [0.05, -0.17, 0.25], [0.25, -0.11, -0.01], [-0.46, -0.08, -0.12], [0.17, 0.14, 0.17], [0.25, -0.01, -0.03], [0.01, -0.04, -0.01], [-0.03, -0.02, 0.01], [-0.01, -0.01, -0.01], [0.03, -0.02, -0.04], [-0.01, 0.03, 0.02], [-0.03, -0.01, 0.04], [0.00, -0.02, -0.02], [-0.06, 0.04, -0.02], [-0.03, 0.00, -0.04]]
}